Record 1
The following is a quantum chemistry calculation of the molecule C5H5N3 in a non-equilibrium geometry, from the OMol25 dataset.

Geometry (Å):
H1 3.04 -0.55 -0.76
N1 2.34 0.21 -0.76
C1 1.35 0.13 0.05
C2 0.85 -1.06 0.65
N2 -0.39 -1.43 0.19
C3 -1.33 -0.79 -0.49
C4 -1.60 0.59 -0.26
C5 -0.60 1.38 0.34
N3 0.73 1.29 0.32
H2 1.09 -1.66 1.58
H3 -2.14 -1.48 -0.89
H4 -2.43 1.09 -0.73
H5 -0.92 2.30 0.73

SMILES = [H]/N=c1\cncccn1
F_max = 6.8 eV Å⁻¹
Charge = 0
Energy relative to the best compared isomer or geometry (same formula, charge and spin) = 250.4 kJ/mol
Gap between HOMO and LUMO = 0.2952 Eh


Record 2
The following is a quantum chemistry calculation of the molecule C5H5N3 in a non-equilibrium geometry, from the OMol25 dataset.

Geometry (Å):
H1 2.37 -1.27 0.66
N1 2.21 -0.15 0.73
C1 1.22 0.11 -0.15
C2 0.26 -1.07 -0.66
C3 -1.07 -1.15 -0.21
C4 -1.65 0.17 0.35
N2 -1.19 1.38 0.23
C5 -0.05 1.90 -0.33
N3 1.11 1.50 -0.43
H2 0.51 -2.08 -1.14
H3 -1.39 -2.34 0.01
H4 -2.39 -0.15 1.27
H5 0.06 3.14 -0.32

SMILES = [H]/N=c1\cccncn1
F_max = 6.5 eV Å⁻¹
Charge = 0
Energy relative to the best compared isomer or geometry (same formula, charge and spin) = 440.9 kJ/mol
Gap between HOMO and LUMO = 0.3168 Eh


Record 3
The following is a quantum chemistry calculation of a 2-piece molecular cluster, C5H5N3O overall in a non-equilibrium geometry, from the OMol25 dataset.

Geometry (Å):
C1 1.28 -1.17 0.66
C2 0.71 -1.44 -0.54
C3 1.86 1.73 -0.61
C4 -2.69 -0.11 -0.21
C5 -2.25 0.45 0.78
N1 2.20 -0.22 0.76
N2 2.61 0.74 -0.17
N3 1.19 2.58 -0.98
O1 -0.05 -1.02 -1.45
H1 1.25 -1.74 1.56
H2 -3.44 -0.65 -0.76
H3 -1.29 0.59 1.25
H4 3.62 0.89 -0.25
H5 -0.75 -0.29 -1.24

F_max = 3.4 eV Å⁻¹
Charge = 0
Energy relative to the best compared isomer or geometry (same formula, charge and spin) = 846.0 kJ/mol
Gap between HOMO and LUMO (alpha / beta) = 0.2907 / 0.2907 Eh


Record 4
The following is a quantum chemistry calculation of a 2-piece molecular cluster, C5H5N3O overall, from the OMol25 dataset.

Geometry (Å):
C1 -0.01 0.07 -1.13
C2 -0.10 1.05 0.13
C3 1.11 -0.80 -0.91
C4 -1.53 1.27 0.61
N1 2.18 -1.21 -1.18
N2 -2.14 0.71 1.55
C5 0.36 -1.10 1.18
O1 0.82 1.78 0.39
N3 0.75 -2.18 1.32
H1 2.88 -1.78 -0.72
H2 -1.55 -0.03 1.96
H3 -0.91 -0.53 -1.23
H4 0.17 0.68 -2.03
H5 -2.02 2.07 0.05

F_max = 1.0 eV Å⁻¹
Charge = 0
Energy relative to the best compared isomer or geometry (same formula, charge and spin) = 440.9 kJ/mol
Gap between HOMO and LUMO = 0.3254 Eh


Record 5
The following is a quantum chemistry calculation of the molecule C5H5N3O2 in a non-equilibrium geometry, from the OMol25 dataset.

Geometry (Å):
O1 2.95 -1.74 2.33
N1 1.78 -2.12 2.28
O2 1.33 -3.03 2.97
C1 0.88 -1.44 1.45
C2 1.15 -0.40 0.62
N2 0.23 0.30 -0.06
C3 -1.09 0.06 -0.43
C4 -1.40 0.98 -1.39
N3 -0.33 1.88 -1.53
C5 0.56 1.42 -0.77
H1 -0.12 -1.56 1.53
H2 2.17 -0.21 0.53
H3 -1.50 -0.83 -0.04
H4 -2.22 1.13 -1.95
H5 1.45 1.94 -0.70

SMILES = O=[N+]([O-])/C=C/n1ccnc1
F_max = 4.4 eV Å⁻¹
Charge = 0
Energy relative to the best compared isomer or geometry (same formula, charge and spin) = 393.4 kJ/mol
Gap between HOMO and LUMO = 0.3222 Eh


Record 6
The following is a quantum chemistry calculation of the molecule C5H5N3O3 in a non-equilibrium geometry, from the OMol25 dataset.

Geometry (Å):
C1 0.18 2.77 -0.77
C2 -0.27 1.56 -1.02
O1 -1.00 1.23 -2.04
C3 -0.03 0.48 -0.09
C4 -0.63 -0.84 -0.04
C5 0.14 -1.58 0.91
N1 -0.13 -2.95 1.20
O2 -0.91 -3.45 0.41
O3 0.44 -3.45 2.16
N2 1.25 -0.75 1.17
N3 1.12 0.41 0.57
H1 0.01 3.62 -1.45
H2 0.75 2.98 0.22
H3 -1.29 2.03 -2.57
H4 -1.63 -1.14 -0.50
H5 2.00 -0.91 1.84

SMILES = C=C(O)c1cc([N+](=O)[O-])[nH]n1
F_max = 4.7 eV Å⁻¹
Charge = 0
Energy relative to the best compared isomer or geometry (same formula, charge and spin) = 412.8 kJ/mol
Gap between HOMO and LUMO = 0.3004 Eh